No. 1
This record from OMol25 describes a molecular structure, C21H15N5O3SeW in a non-equilibrium geometry. The level of theory is ωB97M-V with the def2-TZVPD basis set.

**ΔE to the lowest compared entry with this formula, charge and spin**: 5.21 kcal/mol
**DFT total energy**: -102787.6757 eV
**E_LUMO**: -0.0272 Eh

Structure (XYZ):
```
46
Properties=species:S:1:pos:R:3:nbo_charge:R:1
W 0.00 -0.47 0.05 1.3184
O 0.60 2.57 2.89 -0.5817
C 0.59 1.58 2.18 0.6501
N -0.17 1.34 1.05 -0.6682
C -1.10 2.31 0.62 0.1017
C -1.39 3.53 1.23 -0.2224
C -2.37 4.34 0.68 -0.2130
C -3.06 3.96 -0.45 -0.2126
C -2.78 2.75 -1.07 -0.2485
C -1.79 1.92 -0.53 0.1827
N -1.38 0.66 -1.01 -0.6833
C -1.93 0.16 -2.17 0.6397
O -2.76 0.68 -2.90 -0.5890
C -1.41 -1.19 -2.52 0.1103
C -1.82 -1.84 -3.67 -0.1906
C -1.31 -3.10 -3.93 -0.1527
C -0.42 -3.65 -3.03 -0.2330
C -0.06 -2.94 -1.90 0.0579
N -0.55 -1.71 -1.65 -0.4486
C 1.48 0.43 2.52 0.1105
C 2.34 0.47 3.60 -0.1859
C 3.12 -0.64 3.86 -0.1445
C 3.00 -1.74 3.04 -0.2249
C 2.11 -1.72 1.98 0.0715
N 1.36 -0.63 1.72 -0.4510
H -0.87 3.84 2.12 0.2564
H -2.59 5.29 1.16 0.2127
H -3.83 4.59 -0.87 0.2125
H -3.32 2.45 -1.95 0.2564
H -2.53 -1.34 -4.31 0.2583
H -1.61 -3.64 -4.82 0.2287
H 0.01 -4.63 -3.18 0.2340
H 0.64 -3.34 -1.18 0.2431
H 2.36 1.37 4.20 0.2558
H 3.81 -0.65 4.70 0.2279
H 3.58 -2.64 3.21 0.2328
H 1.98 -2.57 1.33 0.2371
C 2.50 0.63 -1.69 -0.7225
C 1.74 -0.42 -0.95 0.3018
O 2.10 -1.59 -0.80 -0.6090
H 3.46 0.24 -2.03 0.2313
H 2.65 1.50 -1.04 0.2443
H 1.91 0.99 -2.54 0.2448
Se -1.10 -2.48 1.10 0.0001
C -0.72 -2.36 2.92 0.0331
N -0.48 -2.29 4.05 -0.3724
```

=====

No. 2
This record from OMol25 describes a molecular structure, C21H16BCrN10Se. The level of theory is ωB97M-V with the def2-TZVPD basis set.

**ΔE to the lowest compared entry with this formula, charge and spin**: 20.99 kcal/mol
**⟨S²⟩**: 0.76
**DFT total energy**: -131369.5539 eV
**Charge**: +2
**E_LUMO (alpha / beta)**: -0.2917 / -0.2740 Eh
**Multiplicity**: 2

Structure (XYZ):
```
50
Properties=species:S:1:pos:R:3:nbo_charge:R:1
Cr 0.06 -0.77 0.16 1.2549
C -3.82 -0.25 1.52 -0.2977
C -3.11 -0.45 0.34 0.0291
N -1.87 -0.83 0.62 -0.3450
N -1.74 -0.86 1.99 -0.3321
C -2.91 -0.51 2.54 0.0522
B -0.48 -1.49 2.72 0.4971
N 0.77 -0.52 2.62 -0.3316
C 1.42 0.07 3.63 0.0549
C 2.60 0.62 3.14 -0.3061
C 2.60 0.33 1.78 0.0322
N 1.51 -0.37 1.47 -0.3445
N -0.12 -2.78 1.97 -0.3114
C -0.04 -4.06 2.36 0.0637
C 0.34 -4.84 1.28 -0.3013
C 0.48 -3.94 0.23 0.0309
N 0.20 -2.70 0.65 -0.3711
H -4.85 0.03 1.63 0.2684
H -3.44 -0.34 -0.68 0.2433
H -3.03 -0.48 3.61 0.2543
H -0.74 -1.67 3.87 0.0232
H 1.02 0.07 4.63 0.2543
H 3.36 1.14 3.70 0.2699
H 3.33 0.58 1.02 0.2434
H -0.26 -4.34 3.38 0.2545
H 0.49 -5.90 1.26 0.2679
H 0.76 -4.14 -0.79 0.2248
Se 0.66 4.62 -5.12 1.0868
N 0.22 4.67 -3.41 -0.5816
C 0.28 3.44 -2.97 0.0800
C -0.02 3.06 -1.59 0.0183
C -0.39 3.96 -0.58 -0.0949
C -0.64 3.47 0.68 -0.2135
C -0.52 2.11 0.93 0.0808
N -0.16 1.24 -0.02 -0.4325
C 0.08 1.72 -1.26 0.1216
C 0.46 0.72 -2.23 0.2530
N 0.52 -0.56 -1.77 -0.4679
C 0.87 -1.54 -2.61 0.1022
C 1.17 -1.29 -3.94 -0.2227
C 1.11 0.00 -4.42 -0.0548
C 0.75 1.04 -3.55 -0.0693
C 0.66 2.44 -3.93 0.1019
N 0.90 2.87 -5.14 -0.5838
H -0.48 5.01 -0.81 0.2658
H -0.93 4.13 1.49 0.2582
H -0.71 1.70 1.91 0.2242
H 0.90 -2.54 -2.21 0.2175
H 1.44 -2.11 -4.58 0.2635
H 1.34 0.24 -5.45 0.2691
```